51
Properties=species:S:1:pos:R:3:forces:R:3 method="wB97M-V/def2-TZVPD" orbital_gap_ha="0.1606 / 0.3016" lumo_energy_ev="-7.509 / -5.852" total_charge=+2 s2=15.758 spin_multiplicity=8 homo_energy_ev="-11.9 / -14.1"
Eu -0.373 -0.273 0.339 0.6 0.4 -0.1
S -2.381 1.239 -1.072 -0.3 -0.1 0.2
S 1.113 -2.614 -0.506 -0.2 -0.3 0.2
C -3.591 1.619 0.239 -0.2 -0.1 0.0
C -3.314 0.035 -2.076 0.1 0.0 -0.2
C -3.122 -1.418 -1.677 0.0 0.0 0.1
N -1.682 -1.730 -1.517 0.1 0.2 0.0
C -1.487 -3.197 -1.439 0.0 0.0 0.1
C -0.018 -3.555 -1.584 0.0 0.1 -0.2
H -2.947 0.192 -3.099 -0.2 0.0 0.2
H -4.372 0.317 -2.031 0.3 0.0 -0.1
H -3.550 -2.063 -2.466 0.0 0.3 0.3
H -3.639 -1.645 -0.731 0.2 0.0 -0.3
H -2.052 -3.686 -2.253 0.2 0.0 0.4
H -1.890 -3.551 -0.477 0.1 0.1 -0.3
H 0.322 -3.330 -2.603 0.0 -0.2 0.2
H 0.141 -4.620 -1.383 0.0 0.2 -0.2
C 1.078 -3.640 1.005 -0.1 -0.1 -0.1
H -1.192 -1.394 -2.359 -0.3 -0.2 0.2
H 0.046 -3.905 1.270 0.3 0.1 0.0
H 1.539 -3.063 1.815 -0.1 -0.2 -0.2
H 1.667 -4.544 0.810 -0.2 0.2 0.1
H -3.085 2.216 1.009 -0.2 -0.2 -0.2
H -4.001 0.701 0.685 0.2 0.4 -0.1
H -4.393 2.207 -0.227 0.2 -0.2 0.3
C 2.403 1.595 -3.377 0.2 0.2 0.6
C 2.992 2.253 -2.363 -0.4 -0.4 -0.4
H 1.547 2.014 -3.924 0.4 -0.1 0.3
H 2.752 0.607 -3.702 -0.1 0.5 0.1
H 2.636 3.235 -2.027 0.2 -0.4 -0.2
H 3.856 1.841 -1.826 -0.4 0.2 -0.3
C 3.765 -1.188 0.864 0.0 -0.3 0.1
C 2.910 -0.649 1.959 -0.2 0.5 1.0
N 1.795 0.015 1.756 -0.2 0.4 0.3
C 1.344 0.697 2.912 1.9 -1.7 0.8
C 2.102 0.381 4.035 -0.9 0.2 -1.0
S 3.427 -0.674 3.646 -1.2 0.8 -1.0
C 0.383 1.763 2.727 -1.5 2.1 0.1
C -0.043 2.735 3.625 0.4 -1.0 -0.9
S -0.842 4.050 2.820 0.8 -1.3 -0.5
C -0.564 3.241 1.282 0.3 -0.2 1.0
N -0.013 2.053 1.402 0.2 0.0 0.3
C -0.776 3.923 -0.023 -0.3 0.1 0.0
H 3.638 -2.277 0.784 0.3 0.3 -0.1
H 4.809 -0.964 1.121 -0.2 -0.2 -0.3
H 3.495 -0.701 -0.085 0.2 -0.2 0.3
H 1.896 0.766 5.029 0.4 -0.2 -0.1
H 0.142 2.690 4.691 -0.2 0.3 -0.1
H -0.311 4.917 0.034 -0.2 -0.2 -0.2
H -0.306 3.341 -0.827 -0.2 0.2 0.2
H -1.854 4.038 -0.202 0.3 0.2 -0.2

***

18
Properties=species:S:1:pos:R:3:forces:R:3 method="wB97M-V/def2-TZVPD" orbital_gap_ha=0.3053 lumo_energy_ev=-0.038 de_lowest_ev=2.903 spin_multiplicity=1 homo_energy_ev=-8.3
C -0.217 0.045 -0.142 0.0 -0.9 -0.3
C -3.163 -0.523 -0.502 -2.6 -1.0 0.2
C -2.347 -0.285 0.692 -1.3 -0.4 1.0
C 1.069 -0.219 0.083 2.5 -1.2 1.7
C 1.738 -0.806 1.460 -2.3 0.3 -0.2
C 2.060 0.057 -1.035 -1.5 -0.1 -0.2
N -1.096 -0.212 0.863 -1.0 0.7 1.5
N -2.806 -0.386 -1.687 2.1 0.9 -0.6
H -0.677 0.366 -1.076 0.7 0.0 -0.2
H -4.245 -0.943 -0.324 1.8 0.8 0.4
H -3.038 -0.289 1.563 0.9 -0.2 0.0
H 2.720 -1.135 1.289 1.3 -0.7 -0.8
H 1.206 -1.613 2.020 -0.1 0.2 -1.3
H 1.894 -0.189 2.344 -0.4 1.3 -0.5
H 2.968 -0.563 -1.171 -0.9 0.1 0.2
H 2.345 1.061 -0.835 0.9 1.0 0.0
H 1.398 0.140 -1.924 1.0 -0.3 0.0
H -3.506 -0.623 -2.336 -1.1 -0.4 -0.9

***

96
Properties=species:S:1:pos:R:3:forces:R:3 method="wB97M-V/def2-TZVPD" orbital_gap_ha=0.2970 lumo_energy_ev=0.061 de_lowest_ev=0.237 spin_multiplicity=1 homo_energy_ev=-8.0
Pd -0.954 -1.057 -0.157 0.0 0.7 -0.1
C -0.418 -4.976 3.134 0.0 0.0 0.0
C -0.396 -3.507 2.876 -0.1 -0.1 -0.2
C 0.316 -2.526 3.536 -0.1 0.1 0.1
C -0.025 -1.323 2.898 0.1 -0.2 0.1
N -0.890 -1.576 1.927 0.1 0.1 0.0
N -1.105 -2.915 1.891 0.0 0.0 0.2
B -2.010 -3.515 0.774 -0.2 -0.1 0.0
N -1.290 -3.741 -0.589 0.0 0.0 -0.1
N -1.157 -2.702 -1.463 0.3 -0.1 0.0
C -0.457 -3.134 -2.506 0.0 -0.2 0.0
C -0.172 -4.499 -2.330 0.0 0.1 -0.1
C -0.705 -4.838 -1.104 -0.1 0.0 0.0
C -0.668 -6.155 -0.404 0.0 0.0 0.0
C -0.087 -2.264 -3.634 0.0 0.1 0.0
C 0.362 -2.837 -4.823 0.0 0.0 0.0
C 0.727 -2.046 -5.900 0.0 0.0 0.0
C 0.647 -0.664 -5.808 0.0 0.0 0.0
C 0.200 -0.084 -4.630 0.0 0.0 0.0
C -0.161 -0.875 -3.550 0.0 0.0 0.0
N -3.175 -2.519 0.520 0.0 0.0 0.0
N -2.942 -1.258 0.074 0.1 -0.1 0.0
C -4.113 -0.640 -0.063 -0.1 -0.2 0.1
C -5.128 -1.538 0.312 0.0 0.0 0.0
C -4.498 -2.708 0.670 0.1 0.1 0.0
C -5.086 -3.992 1.147 0.0 0.0 0.0
C -4.287 0.745 -0.524 0.0 0.1 0.0
C -3.208 1.594 -0.744 0.0 0.1 0.0
C -3.420 2.898 -1.172 0.0 0.0 0.0
C -4.702 3.374 -1.387 -0.1 0.0 0.0
C -5.785 2.532 -1.171 0.0 0.0 0.0
C -5.578 1.232 -0.744 0.0 -0.1 0.0
C 0.451 0.043 3.153 0.0 0.1 0.0
C 1.694 0.255 3.746 0.0 0.0 0.0
C 2.161 1.541 3.959 0.0 0.1 0.0
C 1.399 2.637 3.570 0.1 0.0 0.0
C 0.155 2.434 2.990 0.0 0.0 -0.1
C -0.318 1.146 2.789 -0.1 0.1 -0.1
H -0.077 -5.179 4.148 0.0 0.0 0.0
H 0.247 -5.500 2.448 0.0 0.0 0.0
H -1.419 -5.387 3.014 0.0 0.0 0.0
H 0.953 -2.671 4.391 0.0 0.0 0.0
H -2.450 -4.560 1.154 0.0 0.0 0.0
H 0.358 -5.159 -2.994 0.0 0.0 0.0
H -0.459 -6.949 -1.119 0.0 0.0 0.0
H -1.613 -6.372 0.092 0.0 0.0 0.0
H 0.120 -6.169 0.349 0.0 0.0 0.0
H 0.417 -3.914 -4.911 0.0 0.0 0.0
H 1.071 -2.511 -6.815 0.0 0.0 0.0
H 0.932 -0.044 -6.648 0.0 0.0 0.0
H 0.137 0.994 -4.541 0.0 0.0 0.0
H -0.488 -0.395 -2.637 0.0 0.0 0.0
H -6.189 -1.363 0.328 0.0 0.0 0.0
H -6.170 -3.906 1.188 0.0 0.0 0.0
H -4.720 -4.245 2.143 0.0 0.0 0.0
H -4.829 -4.814 0.479 0.0 0.0 0.0
H -2.193 1.264 -0.582 0.0 0.0 0.0
H -2.572 3.551 -1.335 0.0 0.0 0.0
H -4.858 4.392 -1.720 0.0 0.0 0.0
H -6.794 2.887 -1.336 0.0 0.0 0.0
H -6.433 0.589 -0.586 0.0 0.0 0.0
H 2.309 -0.593 4.020 0.0 0.0 0.0
H 3.125 1.689 4.430 0.0 0.0 0.0
H 1.764 3.643 3.735 0.0 0.0 0.0
H -0.455 3.278 2.692 0.0 0.0 0.0
H -1.295 0.998 2.346 0.0 -0.1 0.0
C 5.075 3.239 2.105 0.0 0.0 0.0
C 5.067 2.933 0.614 0.0 0.0 0.0
C 5.527 4.102 -0.248 0.0 0.0 0.0
C 4.540 5.256 -0.163 0.0 0.0 0.0
C 3.144 4.783 -0.470 0.0 0.0 0.0
C 2.191 5.652 -0.953 0.0 0.0 0.0
C 0.914 5.193 -1.248 0.0 0.0 0.0
F 0.016 6.078 -1.727 0.0 0.0 0.0
C 0.556 3.888 -1.079 0.0 0.0 0.0
C 1.502 2.984 -0.587 0.0 0.0 0.1
C 1.096 1.574 -0.394 -0.1 0.2 -0.1
O -0.082 1.257 -0.620 -0.1 -0.2 0.0
C 2.138 0.700 0.044 0.0 -0.2 0.1
C 3.366 1.224 0.328 0.0 0.0 0.0
N 3.722 2.509 0.182 0.0 0.0 0.1
C 2.793 3.430 -0.282 -0.1 0.0 -0.1
C 2.043 -0.804 0.194 0.1 0.2 0.1
O 3.014 -1.392 0.651 -0.1 0.0 0.0
O 0.995 -1.415 -0.237 -0.1 -0.2 -0.1
H 6.072 3.544 2.426 0.0 0.0 0.0
H 4.782 2.356 2.671 0.0 0.0 0.0
H 4.370 4.036 2.348 0.0 0.0 0.0
H 5.721 2.082 0.422 0.0 0.0 0.0
H 5.613 3.762 -1.283 0.0 0.0 0.0
H 6.520 4.415 0.078 0.0 0.0 0.0
H 4.818 6.052 -0.854 0.0 0.0 0.0
H 4.566 5.696 0.839 0.0 0.0 0.0
H 2.429 6.696 -1.121 0.0 0.0 0.0
H -0.434 3.528 -1.315 0.0 0.0 0.0
H 4.130 0.544 0.684 0.0 0.0 0.0

***

61
Properties=species:S:1:pos:R:3:forces:R:3 method="wB97M-V/def2-TZVPD" orbital_gap_ha=0.3165 lumo_energy_ev=0.655 spin_multiplicity=1 homo_energy_ev=-8.0
C 4.322 -0.256 4.609 0.1 0.1 -0.2
C 4.402 0.126 3.135 -0.3 0.0 0.1
C 3.056 0.021 2.422 0.3 -0.2 0.0
H 2.321 0.648 2.932 -0.1 0.0 0.0
H 3.163 0.363 1.389 -0.1 0.0 0.0
C 2.522 -1.414 2.390 0.4 0.4 0.3
N 1.396 -1.513 1.498 -0.4 -0.2 -0.4
C 1.418 -1.775 0.176 -0.1 -0.1 0.2
N 0.220 -1.757 -0.387 -0.3 -0.3 -0.1
C -0.616 -1.418 0.612 1.0 0.1 0.9
C 0.076 -1.257 1.805 -0.6 -0.1 -0.5
C -0.566 -0.855 3.014 0.2 -0.1 -0.2
O -0.044 -0.674 4.100 0.2 0.0 0.1
N -1.938 -0.656 2.812 -0.1 0.1 0.3
C -2.655 -0.808 1.634 0.1 -0.1 -0.3
O -3.846 -0.586 1.589 -0.3 0.0 0.0
N -1.955 -1.219 0.521 -0.1 0.1 0.0
C -2.646 -1.407 -0.736 -0.2 0.0 -0.2
H -1.933 -1.242 -1.540 0.0 0.0 0.0
H -3.043 -2.422 -0.801 0.0 0.0 -0.1
H -3.470 -0.698 -0.786 0.1 -0.1 -0.1
C -2.727 -0.230 3.956 -0.1 0.1 0.2
H -3.533 -0.942 4.132 0.0 0.1 0.0
H -3.164 0.749 3.763 0.0 -0.1 0.0
H -2.061 -0.187 4.815 -0.1 0.0 -0.1
S 2.891 -1.954 -0.727 0.5 -0.2 -0.1
C 2.414 -0.965 -2.185 0.0 -0.3 0.2
C 1.483 0.136 -1.785 -0.2 0.6 -0.1
N 0.409 0.282 -2.529 0.0 0.0 -0.4
C -0.481 1.189 -2.081 0.5 -0.1 0.4
N -1.627 1.320 -2.753 -0.2 0.0 -0.1
C -2.623 2.298 -2.389 -0.1 0.5 0.2
H -2.327 2.743 -1.440 -0.2 -0.1 -0.1
C -2.741 3.358 -3.486 -0.2 -0.2 0.0
C -3.042 2.689 -4.825 0.3 0.2 0.0
C -1.964 1.655 -5.141 -0.3 -0.1 0.1
C -1.867 0.639 -4.003 0.2 -0.2 -0.5
H -1.048 -0.062 -4.167 -0.2 0.0 0.0
H -2.810 0.086 -3.921 0.0 0.0 0.0
H -2.193 1.136 -6.073 0.1 0.0 0.0
H -1.000 2.155 -5.256 0.1 0.0 0.0
H -3.088 3.438 -5.617 -0.1 0.0 0.0
H -4.015 2.194 -4.774 -0.1 0.0 0.0
H -3.531 4.064 -3.226 0.0 0.1 0.0
H -1.800 3.906 -3.554 0.0 0.1 0.0
H -3.585 1.786 -2.266 0.0 0.0 0.0
N -0.303 1.923 -0.977 -0.2 0.2 0.1
C 0.853 1.739 -0.354 0.0 -0.2 -0.4
N 1.788 0.849 -0.712 0.4 0.1 0.1
N 1.110 2.506 0.718 0.0 0.2 0.2
H 0.390 3.115 1.061 0.0 0.0 0.0
H 1.936 2.330 1.259 0.0 0.0 0.0
H 3.348 -0.568 -2.580 0.0 0.0 0.0
H 1.927 -1.605 -2.918 0.1 0.1 0.0
H 3.297 -2.097 2.034 -0.1 0.0 0.1
H 2.183 -1.715 3.382 0.1 -0.1 -0.1
H 4.755 1.156 3.053 0.1 0.0 -0.1
H 5.128 -0.513 2.629 0.1 0.0 -0.1
H 4.116 -1.316 4.727 0.0 -0.1 0.1
H 3.531 0.303 5.104 -0.1 0.0 0.1
H 5.263 -0.037 5.107 0.1 0.0 0.1

***

42
Properties=species:S:1:pos:R:3:forces:R:3 method="wB97M-V/def2-TZVPD" orbital_gap_ha=0.3070 lumo_energy_ev=-5.788 total_charge=+2 spin_multiplicity=1 homo_energy_ev=-14.1
Al -0.006 1.618 0.125 -0.1 0.3 -0.5
C 1.372 -3.229 -0.461 0.0 0.1 0.0
N 1.751 -1.822 -0.288 0.0 0.0 -0.1
C 3.164 -1.500 -0.555 0.0 -0.1 0.0
C 0.891 -0.877 -0.072 -0.1 -0.4 -0.1
O 1.241 0.346 -0.020 0.1 0.2 0.5
C -0.599 -1.175 0.091 -0.2 0.1 0.1
O -1.245 0.102 0.347 0.3 -0.1 -0.1
C -2.179 0.292 1.428 0.1 0.1 0.0
C -1.633 1.463 2.255 0.2 -0.1 -0.1
O -0.618 2.076 1.753 -0.1 -0.2 0.1
N -2.169 1.827 3.374 0.0 0.0 0.0
C -1.641 2.967 4.147 0.0 0.0 0.0
C -3.346 1.165 3.954 0.0 0.0 0.0
H 2.046 -3.845 0.129 0.0 0.0 0.0
H 1.467 -3.501 -1.511 0.0 0.0 0.0
H 0.354 -3.414 -0.133 0.0 0.0 0.0
H 3.782 -2.238 -0.049 0.0 0.0 0.0
H 3.393 -0.504 -0.196 0.0 0.0 0.0
H 3.337 -1.545 -1.630 0.0 0.0 0.0
H -0.795 -1.871 0.905 0.0 0.1 0.1
H -1.015 -1.566 -0.838 0.1 0.0 0.0
H -2.297 -0.629 1.997 0.1 0.0 0.1
H -3.140 0.568 0.992 0.0 0.0 0.0
H -0.711 3.315 3.716 0.0 0.0 0.0
H -1.481 2.637 5.171 0.0 0.0 0.0
H -2.380 3.766 4.136 0.0 0.0 0.0
H -3.807 0.476 3.253 0.0 0.0 0.0
H -4.075 1.930 4.212 0.0 0.0 0.0
H -3.053 0.634 4.858 0.0 0.0 0.0
Te -0.097 3.030 -1.893 -0.1 0.2 0.1
C 0.648 1.283 -2.860 -0.1 0.0 0.1
C -0.176 0.171 -3.020 0.1 0.0 -0.1
C 0.336 -0.983 -3.607 0.0 0.0 0.0
C 1.655 -1.016 -4.042 0.0 0.0 0.0
C 2.464 0.105 -3.897 0.0 0.0 0.0
C 1.967 1.256 -3.299 -0.1 -0.1 0.0
H -1.218 0.210 -2.725 0.0 0.0 0.0
H -0.309 -1.839 -3.762 0.0 0.0 0.0
H 2.041 -1.903 -4.528 0.0 0.0 0.0
H 3.482 0.092 -4.266 0.0 0.0 0.0
H 2.600 2.127 -3.192 0.0 0.0 0.0

***

Calculated strongest force on any atom, 0.053, 0.063, 0.013, 0.027, 0.011 hartree/bohr (same order as the records).